Molecular formula: C31H52LuO3P2S
Method: DFT, ωB97M-V with the def2-TZVPD basis set

Cartesian coordinates (Å):
Lu  -1.1545  0.8849  -1.7370
C  0.6971  2.7540  -2.4446
C  1.4242  1.4401  -2.1020
C  -0.1765  1.0530  -3.8143
C  -0.4033  2.3983  -3.2787
C  0.9902  0.5099  -3.2250
C  0.7435  3.7454  -1.3530
H  1.3337  3.2993  -0.5396
H  -0.2524  3.9335  -0.9253
H  1.2213  4.7024  -1.6175
C  -1.7601  3.0078  -3.1149
H  -1.6658  4.0496  -2.7877
H  -2.4743  2.6075  -2.2928
H  -2.3300  2.8984  -4.0481
C  -1.3236  0.2001  -4.2416
H  -1.8689  0.6651  -5.0870
H  -2.1100  0.0160  -3.4293
H  -1.0061  -0.8138  -4.4987
C  1.4003  -0.8985  -3.1090
H  2.4731  -0.9449  -2.8978
H  1.2112  -1.4492  -4.0331
H  0.8758  -1.4112  -2.2753
C  2.9122  1.4289  -1.6592
H  3.5709  1.7285  -2.5088
H  3.1992  0.4256  -1.3121
H  3.1221  2.1131  -0.8268
C  -1.1965  -0.2043  2.6913
C  -0.0626  0.5023  2.5319
C  1.3308  -0.0033  2.7059
C  1.4214  -1.5450  2.7420
C  0.9531  -2.1706  1.4665
C  -0.2143  -2.7604  1.1813
C  -1.4958  -2.6616  1.9428
C  -1.4765  -1.6161  3.1019
H  1.7929  0.4513  3.6149
H  0.8737  -1.8856  3.6273
H  1.9756  0.3631  1.8910
H  -0.7957  -1.9807  3.8749
H  -2.1078  0.2884  2.3481
H  -0.0998  1.5303  2.1351
H  -2.4897  -1.6047  3.5447
H  -2.3537  -2.4138  1.2988
H  -0.2821  -3.3278  0.2511
H  -1.7301  -3.6585  2.3643
H  2.4901  -1.8106  2.8658
H  1.6792  -1.9696  0.6606
P  -3.9749  3.9940  -0.2779
C  -4.3301  5.6230  -1.0914
H  -5.0441  6.2322  -0.5095
H  -4.7642  5.4594  -2.0871
H  -3.4008  6.1982  -1.1985
C  -5.7522  3.5066  -0.1617
H  -6.3574  4.2493  0.3786
H  -5.8264  2.5416  0.3536
H  -6.1597  3.4005  -1.1755
C  -3.8031  4.6690  1.4225
H  -4.6299  5.3404  1.6846
H  -2.8619  5.2256  1.4870
H  -3.7724  3.8387  2.1352
P  -3.1020  -2.6897  -3.5465
C  -2.1632  -3.8576  -4.6267
H  -2.7722  -4.7196  -4.9378
H  -1.2881  -4.2249  -4.0751
H  -1.8182  -3.3344  -5.5281
C  -3.9566  -3.9545  -2.5285
H  -4.4660  -4.7037  -3.1475
H  -4.7007  -3.4519  -1.9017
H  -3.2283  -4.4534  -1.8802
C  -4.4907  -2.4125  -4.7363
H  -4.9782  -3.3545  -5.0389
H  -4.1222  -1.9069  -5.6388
H  -5.2437  -1.7730  -4.2559
C  6.8890  -3.4352  6.1476
C  6.3071  -2.3147  5.3364
C  7.0237  -1.8321  4.2379
C  6.4701  -0.9206  3.3434
C  5.1642  -0.5013  3.5731
C  4.4329  -0.8961  4.7028
C  5.0603  -1.7423  5.6164
S  5.0600  0.3183  1.1089
O  4.5288  0.3369  2.6789
O  4.4003  -0.8484  0.4798
O  0.7075  0.9774  -0.9262
H  7.2845  -4.2055  5.4761
H  7.7043  -3.0578  6.7738
H  6.1226  -3.9018  6.7641
H  8.0567  -2.1493  4.0820
H  7.0162  -0.5880  2.4536
H  3.4058  -0.5294  4.8323
H  4.5114  -2.0188  6.5206

HOMO (spin up / spin down)   -10.3 / -8.7 eV
E_tot   -102155.006 eV
Relative energy (zero: lowest compared OMol25 entry of this formula, charge and spin)   235.4 kJ/mol
E_LUMO (spin up / spin down)   -0.1450 / -0.1396 Eh
Charge   +1


Molecular formula: C31H53LaNO2Si2
Method: DFT, ωB97M-V with the def2-TZVPD basis set

Cartesian coordinates (Å):
O  -0.8484  -2.2784  -1.7776
O  -1.9487  -0.6284  -2.9921
C  0.2791  -3.1972  -2.0072
C  0.8490  -3.7633  -0.7371
H  1.0417  -2.6051  -2.5331
H  -0.0426  -3.9927  -2.6990
H  1.1277  -2.9933  -0.0127
H  1.7679  -4.2980  -0.9710
H  0.1624  -4.4722  -0.2701
C  -1.7271  -2.5080  -0.6397
C  -2.9045  -3.3648  -1.0058
H  -2.0425  -1.5062  -0.3094
H  -1.1077  -2.9516  0.1417
H  -3.5780  -2.9270  -1.7517
H  -3.4955  -3.4775  -0.0921
H  -2.6048  -4.3622  -1.3499
C  -3.1104  0.4164  -2.8702
C  -1.7378  -1.2270  -4.3819
C  -4.1560  -0.1092  -1.9443
H  -3.4621  0.5948  -3.8934
H  -2.6281  1.3264  -2.4989
H  -4.5790  -1.0431  -2.3196
H  -4.9618  0.6252  -1.8574
H  -3.7673  -0.2538  -0.9316
C  -2.8378  -2.2369  -4.5238
H  -0.7419  -1.6861  -4.3110
H  -1.7289  -0.4027  -5.1017
H  -2.7990  -2.9814  -3.7199
H  -2.7131  -2.7721  -5.4649
H  -3.8193  -1.7502  -4.5081
H  -1.8772  -1.5277  -2.5023
La  0.8586  1.6232  0.8475
C  0.2333  0.5716  -0.9899
Si  0.8231  1.3818  -2.5365
H  -0.8732  0.6597  -0.8622
H  0.4287  -0.5074  -0.8606
C  1.8276  0.1934  -3.5788
C  1.8587  2.7637  -1.7910
C  -0.3780  2.1919  -3.7203
C  3.0815  0.4195  0.4453
Si  4.0405  1.5013  1.5828
H  3.5387  0.2549  -0.5454
H  2.8435  -0.5833  0.8480
C  4.9289  2.8463  0.6101
C  5.2907  0.5569  2.6018
C  2.8691  2.3904  2.8299
H  0.1902  2.8899  -4.3506
H  -1.1414  2.7924  -3.2130
H  -0.9022  1.5174  -4.4091
H  2.6828  -0.1945  -3.0145
H  2.2207  0.7156  -4.4591
H  1.2538  -0.6683  -3.9445
H  2.5881  2.3535  -1.0658
H  1.2233  3.5323  -1.3144
H  2.4187  3.2149  -2.6206
H  5.8693  -0.1137  1.9503
H  4.8018  -0.0531  3.3757
H  5.9878  1.2521  3.0922
H  2.3718  1.6884  3.5297
H  2.1076  3.1040  2.4105
H  3.5196  3.0514  3.4241
H  5.7963  3.1928  1.1898
H  4.2911  3.7162  0.4023
H  5.2969  2.4455  -0.3438
C  -4.0076  2.5702  0.3902
C  -4.4669  1.9847  1.5729
C  -3.5559  1.4243  2.4661
C  -2.1599  1.4576  2.1911
C  -1.7248  2.0342  0.9971
C  -2.6213  2.5779  0.0964
C  -1.2066  0.8829  3.1764
C  -1.4921  0.8900  4.5508
C  -0.5949  0.3612  5.4538
C  0.5466  -0.3249  4.9954
C  1.5148  -0.9170  5.8503
C  2.5611  -1.6592  5.3324
C  2.6511  -1.8903  3.9457
C  1.7022  -1.3462  3.0854
C  0.7272  -0.4551  3.5812
N  -0.0592  0.2967  2.7158
H  -4.7173  3.0149  -0.3112
H  -5.5334  1.9590  1.8068
H  -3.8977  0.9342  3.3778
H  -2.2844  3.0235  -0.8447
H  -2.4206  1.3540  4.8740
H  -0.7753  0.4333  6.5254
H  1.3945  -0.7736  6.9290
H  3.3118  -2.0885  5.9980
H  3.4564  -2.5017  3.5415
H  1.6963  -1.5896  2.0186

HOMO   -8.7 eV
E_tot   -55197.912 eV
Relative energy (zero: lowest compared OMol25 entry of this formula, charge and spin)   245.3 kJ/mol
E_LUMO   -0.1029 Eh
Charge   +1


Molecular formula: C31H53N2O9
Method: DFT, ωB97M-V with the def2-TZVPD basis set

Cartesian coordinates (Å):
C  0.6875  2.6560  0.2391
C  0.7160  3.7428  -0.8528
N  0.5860  3.2256  -2.2401
C  -0.3122  2.1169  -2.3465
C  -1.6402  2.2678  -1.9074
C  -2.4968  1.1359  -2.0550
C  -1.9659  -0.0059  -2.5927
N  -0.7138  -0.1356  -3.0037
C  -0.1543  -1.3672  -3.5977
C  -1.1670  -2.5006  -3.7761
O  -1.5670  -2.9764  -2.4863
C  -0.7433  -4.0090  -2.0298
C  0.1329  -3.8280  -0.8008
O  -0.7632  -5.0594  -2.6099
C  0.1086  0.9192  -2.8803
C  1.5530  0.8264  -3.3841
C  2.4554  0.0450  -2.4472
O  2.8613  -1.0612  -2.6806
O  2.8600  0.6638  -1.2697
C  2.5880  -0.1167  -0.1481
C  3.5415  0.0693  1.0066
O  1.6293  -0.8428  -0.1022
H  -0.3486  2.4266  0.5169
H  1.1357  1.7329  -0.1248
H  1.2047  3.0140  1.1350
H  -0.0179  4.5238  -0.5954
H  1.6980  4.2322  -0.7932
H  0.1910  3.9735  -2.8040
H  -2.0409  3.1749  -1.4652
H  -3.5385  1.1384  -1.7575
H  -2.6463  -0.8448  -2.6947
H  0.2836  -1.1696  -4.5839
H  0.6262  -1.7329  -2.9221
H  -2.0974  -2.1757  -4.2602
H  -0.7314  -3.2866  -4.4034
H  -0.1783  -2.9927  -0.1664
H  0.0149  -4.7488  -0.2189
H  1.1918  -3.7476  -1.0656
H  1.9680  1.8379  -3.4701
H  1.5580  0.4267  -4.4023
H  3.7770  1.1418  1.0497
H  4.4905  -0.4590  0.8738
H  3.0040  -0.2057  1.9110
C  -3.5519  3.9209  2.4921
C  -4.3393  2.7174  2.9835
C  -4.3423  1.8229  1.7562
O  -3.1206  2.0874  1.0415
C  -2.5153  3.2699  1.5928
H  -3.1081  4.5123  3.2913
H  -4.2009  4.5745  1.9040
H  -3.8019  2.2299  3.8005
H  -5.3409  2.9610  3.3331
H  -5.1803  2.0614  1.0931
H  -4.3904  0.7636  2.0098
H  -1.6332  2.9621  2.1637
H  -2.1929  3.9279  0.7815
C  1.7587  3.3873  4.6828
C  0.9980  2.2003  5.2592
C  1.0664  1.2010  4.1178
O  2.2981  1.4546  3.4206
C  2.8477  2.6988  3.8748
H  2.1555  4.0643  5.4377
H  1.1049  3.9611  4.0192
H  1.5258  1.8080  6.1312
H  -0.0230  2.4348  5.5572
H  0.2408  1.3472  3.4094
H  1.0476  0.1688  4.4641
H  3.7215  2.4763  4.4952
H  3.1735  3.2901  3.0161
C  -1.4621  -2.9397  6.8356
C  -0.0953  -3.4321  7.2889
C  0.8392  -2.5643  6.4612
O  0.1630  -1.3175  6.2495
C  -1.2088  -1.4533  6.6408
H  -2.2614  -3.1442  7.5463
H  -1.7265  -3.4033  5.8817
H  0.0415  -3.2215  8.3522
H  0.0635  -4.4977  7.1306
H  1.0365  -3.0137  5.4819
H  1.7931  -2.3812  6.9571
H  -1.3503  -0.9008  7.5756
H  -1.8515  -1.0126  5.8765
C  0.5610  -3.6757  -8.2985
C  1.8687  -3.4997  -7.5378
C  2.1126  -2.0049  -7.6762
O  0.8205  -1.3834  -7.7521
C  -0.1768  -2.3935  -7.9506
H  0.0088  -4.5724  -8.0213
H  0.7573  -3.7142  -9.3721
H  1.7243  -3.7602  -6.4850
H  2.6881  -4.1014  -7.9267
H  2.6542  -1.7733  -8.5979
H  2.6689  -1.5892  -6.8339
H  -0.7395  -2.4991  -7.0136
H  -0.8666  -2.0799  -8.7342

HOMO   -11.2 eV
E_tot   -54406.690 eV
E_LUMO   -0.1355 Eh
Charge   +1


Molecular formula: C31H54O27
Method: DFT, ωB97M-V with the def2-TZVPD basis set

Cartesian coordinates (Å):
C  4.7532  -2.0993  0.2726
C  5.4042  -3.1193  1.1706
C  5.9642  -2.6193  2.4666
O  5.5112  -3.6693  3.3466
C  4.7382  -4.5583  2.7636
O  4.1802  -5.4873  3.3736
O  4.6182  -4.2043  1.5186
H  5.3682  -1.2033  0.0976
H  3.7562  -1.9173  0.7776
H  4.6192  -2.6603  -0.6254
H  6.2232  -3.4723  0.6176
H  5.7172  -1.6343  2.8096
H  7.0162  -2.4453  2.3556
C  -4.3648  -3.5723  3.8366
C  -2.7478  -3.6663  3.7056
C  -2.0218  -2.9373  2.5126
O  -0.9858  -2.2043  3.1666
C  -1.0388  -2.3273  4.5226
O  -0.2388  -1.8113  5.4176
O  -2.0458  -3.1613  4.8366
H  -4.7018  -2.5143  4.0236
H  -4.7708  -4.1973  4.6546
H  -4.8358  -4.1293  3.0236
H  -2.5338  -4.7443  3.6806
H  -2.5078  -2.2443  1.8486
H  -1.6808  -3.6753  1.8556
C  -2.4928  4.6047  -2.1794
C  -2.9138  3.4057  -3.0374
C  -3.1118  3.6307  -4.5674
O  -2.2488  2.5917  -5.0504
C  -1.5938  1.9737  -4.1064
O  -0.7788  1.0307  -4.3294
O  -1.9628  2.3397  -2.9774
H  -2.2528  4.3417  -1.2494
H  -3.2098  5.4297  -2.1224
H  -1.5868  5.0677  -2.5364
H  -3.8568  2.9227  -2.7164
H  -2.8018  4.6007  -4.9414
H  -4.0978  3.4837  -4.9114
C  -1.5718  1.6237  0.8606
C  -2.0138  0.6767  1.9546
C  -1.9228  1.1987  3.3446
O  -3.1628  0.9257  3.8156
C  -4.0008  0.4097  2.9196
O  -5.1048  0.0627  3.0666
O  -3.3328  0.2647  1.8196
H  -0.7598  2.3607  1.0866
H  -2.3798  2.2257  0.5956
H  -1.2968  0.8767  0.0386
H  -1.3698  -0.2053  1.8276
H  -1.6348  2.2327  3.3386
H  -1.1248  0.6917  3.9106
C  0.4652  -0.6303  -2.5164
O  1.1602  -1.5683  -1.7874
C  0.6862  -2.0593  -0.7074
O  -0.6178  -1.9433  -0.2304
O  1.5512  -2.8603  -0.0984
C  1.2032  -3.3293  1.1436
H  0.9762  -0.5233  -3.4464
H  0.5252  0.3407  -1.9954
H  -0.5978  -0.9933  -2.7234
H  2.0152  -3.6303  1.7426
H  0.4072  -4.1253  1.0376
H  0.8482  -2.6743  1.8196
C  1.3622  2.2377  -6.4294
O  1.8422  0.8767  -6.2084
C  2.8262  0.7197  -5.2444
O  2.9022  1.5657  -4.1544
O  3.5652  -0.3873  -5.3854
C  4.6482  -0.5443  -4.5604
H  0.5582  2.6177  -5.7964
H  1.0502  2.3247  -7.4504
H  2.2562  2.7727  -6.1394
H  5.1912  0.3817  -4.6744
H  5.2372  -1.4803  -4.7434
H  4.1412  -0.5923  -3.5814
C  1.6922  0.7037  0.4756
O  1.4782  -0.2323  1.5026
C  2.2612  -0.1643  2.5436
O  3.4392  0.6217  2.6686
O  1.9092  -1.1503  3.4536
C  2.9292  -1.7953  4.2596
H  0.6962  0.7927  0.0016
H  2.4662  0.3387  -0.1584
H  1.8672  1.6977  0.8586
H  2.6882  -2.1543  5.2296
H  3.7002  -1.0813  4.4196
H  3.2922  -2.6893  3.7866
C  -3.3208  -0.6403  -1.8194
O  -4.3388  -0.3453  -0.9444
C  -4.8468  -1.3503  -0.2514
O  -4.2648  -2.5943  0.0126
O  -6.0128  -1.0313  0.3386
C  -6.7678  -2.0053  1.0266
H  -2.5248  -0.0103  -1.5164
H  -3.6578  -0.4623  -2.8324
H  -2.9648  -1.7023  -1.7554
H  -6.5738  -1.9083  2.0106
H  -6.6408  -3.0063  0.7836
H  -7.7868  -1.6893  0.8136
C  1.7322  6.3507  1.2756
O  1.3492  6.0537  -0.0804
C  1.1412  4.8327  -0.4904
O  1.0002  3.8007  0.3906
O  1.1502  4.5737  -1.7964
C  1.1452  3.2067  -2.1784
H  2.3552  7.2867  1.3346
H  2.2802  5.5937  1.9116
H  0.8122  6.6037  1.7816
H  2.1302  2.8417  -2.2184
H  0.6632  3.1287  -3.1784
H  0.5072  2.5987  -1.4164

HOMO   -9.9 eV
E_tot   -88296.059 eV
Relative energy (zero: lowest compared OMol25 entry of this formula, charge and spin)   892.6 kJ/mol
E_LUMO   0.0067 Eh


Molecular formula: C31H55BIN5O6
Method: DFT, ωB97M-V with the def2-TZVPD basis set

Cartesian coordinates (Å):
C  6.7141  2.4575  2.6514
C  6.6818  1.3649  1.5453
C  5.4252  1.4684  0.6589
C  5.2282  0.2452  -0.2899
C  3.7315  -0.1811  -0.2528
C  3.4631  -1.4964  -1.0070
C  2.0689  -2.1103  -0.6838
C  0.9668  -1.5781  -1.6327
C  -0.4308  -2.0608  -1.1427
C  -1.6178  -1.0946  -1.4532
C  -2.6075  -1.0711  -0.2449
C  -2.4009  0.0901  0.7631
O  -3.5048  0.9429  0.7962
C  -3.8017  1.5638  -0.4712
C  -4.6547  2.8249  -0.1576
C  -3.7231  4.0616  -0.1355
O  -1.0889  0.6527  0.5486
C  -0.2038  0.0212  1.3927
O  0.9036  0.2274  1.4884
O  -0.9279  -0.9074  2.1525
C  -2.2137  -0.3003  2.2456
C  -3.2199  -1.4527  2.6530
B  -2.4722  -2.8301  2.9438
O  -2.3649  -3.8177  1.9406
O  -1.9388  -3.1336  4.1724
C  -2.4552  0.7954  3.3302
I  -1.5777  0.1265  5.2159
C  -1.8743  2.2155  2.9997
C  -0.4338  2.5247  3.4959
H  6.0623  3.3008  2.3789
H  7.7309  2.8541  2.7810
H  6.3847  2.0776  3.6286
H  7.5472  1.5489  0.8889
H  6.7850  0.3663  1.9922
H  4.5338  1.5311  1.3076
H  5.4645  2.4104  0.0918
H  5.8092  -0.6124  0.0858
H  5.5457  0.5246  -1.3035
H  3.4736  -0.2732  0.8112
H  3.1503  0.6322  -0.7174
H  3.4585  -1.3244  -2.0964
H  4.2757  -2.2010  -0.7693
H  2.1909  -3.2009  -0.8126
H  1.8091  -1.9661  0.3772
H  1.0254  -0.4931  -1.7808
H  1.1538  -2.0918  -2.5873
H  -0.3404  -2.2839  -0.0658
H  -0.6695  -3.0298  -1.6114
H  -2.1734  -1.5559  -2.2874
H  -1.3075  -0.1050  -1.8043
H  -2.4590  -2.0212  0.2892
H  -3.6304  -1.1107  -0.6414
H  -4.4835  0.8767  -1.0036
H  -2.9171  1.8052  -1.0713
H  -5.4519  2.9352  -0.9022
H  -5.1066  2.6962  0.8370
H  -3.1407  4.0322  -1.0672
H  -4.2918  5.0024  -0.0962
H  -3.0202  4.0324  0.7080
H  -3.9628  -1.6191  1.8550
H  -3.7944  -1.1890  3.5516
H  -3.2670  -4.0516  1.6729
H  -1.0144  -3.4169  4.1111
H  -3.5227  0.9268  3.5028
H  -1.9548  2.4628  1.9366
H  -2.5320  2.9381  3.5119
H  -0.0509  3.3498  2.8689
H  -0.4555  2.9230  4.5155
H  0.2759  1.7016  3.3772
C  -5.3217  5.9956  -3.8951
C  -4.4892  4.8078  -3.7644
N  -3.8307  3.8729  -3.6613
H  -5.1584  6.4888  -4.8529
H  -6.3803  5.7455  -3.8286
H  -5.1032  6.7189  -3.1097
C  -1.5745  -2.6186  -5.5023
C  -0.7358  -1.5201  -5.0417
N  -0.0824  -0.6482  -4.6786
H  -1.0427  -3.5691  -5.4662
H  -2.4641  -2.7211  -4.8880
H  -1.9025  -2.4653  -6.5301
C  11.1281  2.8297  3.6028
C  10.6752  2.5553  2.2459
N  10.3157  2.3391  1.1772
H  12.1618  2.5158  3.7453
H  11.0717  3.8939  3.8304
H  10.5185  2.3025  4.3364
C  -5.7541  -2.4521  -3.9525
C  -4.9471  -3.4849  -4.5886
N  -4.3087  -4.2975  -5.0901
H  -5.3744  -2.2097  -2.9597
H  -5.7542  -1.5334  -4.5391
H  -6.7895  -2.7729  -3.8409
C  -0.6225  -6.0241  0.6123
C  -0.5865  -6.8156  -0.6109
N  -0.5582  -7.4382  -1.5756
H  -1.5622  -5.4909  0.7146
H  -0.5054  -6.6524  1.4953
H  0.1764  -5.2825  0.6299

HOMO   -9.2 eV
E_tot   -61551.805 eV
Relative energy (zero: lowest compared OMol25 entry of this formula, charge and spin)   158.4 kJ/mol
E_LUMO   0.0005 Eh